Density functional theory data (ωB97M-V/def2-TZVPD) for a cluster of 8 separate species, CH18O8 in total at a distorted geometry.

LUMO in eV: -0.50
Kohn-Sham gap in eV: 7.14
Relative energy (zero: lowest compared OMol25 entry of this formula, charge and spin) in kcal/mol: 95.4
Max |F| in eV/A: 8.8
Total energy in eV: -17704.9436

Last column: natural (NBO) charge in e.
Cartesian coordinates (Å):
H: 2.41115 1.66846 3.05165  0.135
H: -2.76250 -2.34591 -1.96004  0.473
O: -2.29393 0.89054 0.13576  -0.934
O: 0.33517 -0.92581 -0.02733  -0.833
H: 0.22728 3.74890 1.65847  0.440
H: 2.61691 0.03554 2.27972  0.116
H: -2.79768 -2.27651 -0.49348  0.469
H: 0.43645 -0.46501 -3.13407  0.479
C: 2.20384 1.16053 2.08286  -0.242
H: -1.08730 0.93756 -2.63572  0.481
H: -3.14507 0.76987 -0.37732  0.458
O: 0.90400 0.92038 1.83022  -0.919
H: 0.78136 2.33345 1.26666  0.497
H: -1.70968 1.37758 -0.34044  0.475
H: -0.04891 1.74093 -2.12364  0.503
H: 0.98308 -0.40925 0.71645  0.588
O: 1.06729 -1.15782 -3.36359  -0.959
H: 1.09127 -1.39215 -4.23292  0.467
H: 2.73931 1.76940 1.31359  0.142
H: -0.30283 -1.56221 0.11611  0.541
O: -2.15796 -2.53208 -1.15928  -0.940
O: 0.48439 -2.62578 2.20711  -0.947
H: -0.04905 -2.08109 2.85192  0.483
H: -0.05163 -3.43689 2.19161  0.467
O: -0.35828 0.87084 -2.05661  -0.948
O: 0.46693 3.33264 0.94710  -1.035
H: 0.01638 -0.34612 -0.74479  0.544

=====

Density functional theory data (ωB97M-V/def2-TZVPD) for a structure of composition C29H47ClN4Tc at a distorted geometry.

LUMO (spin up / spin down) in eV: 4.18 / 4.08
Kohn-Sham gap (spin up / spin down) in eV: 1.20 / 3.73
Max |F| in eV/A: 2.5
2S+1: 4
Total energy in eV: -51512.2309
Net charge: -2

Last column: Löwdin spin population.
Cartesian coordinates (Å):
C: 3.29481 0.65407 -0.07558  0.008
C: 0.46429 0.47236 -3.39342  0.000
H: -2.87437 -0.85709 -1.56814  0.000
C: -2.89260 -0.06828 1.06411  0.085
H: -0.30610 2.52407 -0.42876  0.001
C: 3.50069 3.93753 1.68646  0.004
C: 2.43021 4.75131 1.52939  0.004
H: 3.30206 1.12308 -1.06441  0.001
H: -0.05179 -3.35344 3.04458  0.013
H: 0.04930 -4.75532 -1.02045  0.015
H: -4.31041 0.12961 -1.22229  0.003
H: 4.17589 1.67499 3.12132  0.003
H: -1.37994 3.84256 -0.91616  0.001
H: -5.78025 -1.92643 0.49648  0.010
H: -2.79831 -0.21533 2.14752  0.002
C: 3.71304 1.03060 2.36238  0.010
H: -0.31681 3.03771 2.00369  0.001
H: 5.99728 2.25712 1.36469  0.002
H: 3.79849 -0.31470 -0.13101  0.003
C: 0.50869 -3.40531 2.10399  0.092
H: -0.58844 0.69952 -6.05065  0.001
N: 3.31995 2.87144 0.80928  0.000
C: 0.59156 -4.22879 -0.22784  0.074
C: 0.17187 4.44623 0.42843  0.000
C: -5.15619 -1.18267 1.00358  0.050
H: 0.62153 -2.33794 1.67789  0.038
H: 0.97585 1.34961 -3.80163  0.000
N: -3.11119 -2.41865 0.63172  0.013
Cl: 0.07584 0.38577 2.20987  0.069
H: -5.12182 -1.41473 2.07129  0.011
H: -1.57942 4.24760 1.67411  0.002
C: -0.14447 -4.34321 1.10042  0.011
N: -1.51751 -3.86183 0.93071  0.023
H: 5.62629 2.02704 -0.36541  0.002
C: 2.24173 3.09564 0.04968  0.001
C: -0.00383 -0.18371 -5.76441  0.006
H: 4.29604 3.97406 2.41272  0.002
H: -0.74445 -5.91299 2.48825  0.062
C: 0.36170 0.28247 -2.01283  0.012
C: -2.67250 -4.56510 0.74764  0.104
C: -0.49394 4.09373 1.75904  0.005
H: -4.71637 -3.80231 0.35285  0.024
N: 1.62006 4.16752 0.55852  0.000
C: 3.97392 1.54327 0.94455  0.001
H: -1.12169 6.08959 -0.03135  0.002
H: 0.76428 -3.18962 -0.56057  0.028
H: -0.66845 -6.42342 0.77219  0.059
H: 2.11940 5.61212 2.08702  0.002
H: -1.26025 -2.72975 -2.03268  0.005
H: -3.31806 0.92627 0.86451  0.005
H: 4.10622 0.00938 2.46398  0.004
H: 1.53293 -3.74938 2.29300  0.013
C: -0.79216 -1.81751 -2.40576  0.023
H: -1.14062 -2.30990 -4.48779  0.004
H: 0.77421 1.02408 -1.32729  0.002
C: -3.76187 -1.12886 0.40951  0.007
C: -0.08929 -0.44514 -4.28961  0.006
C: -3.85993 -0.86148 -1.08840  0.010
C: -3.66674 -3.66125 0.53875  0.062
C: -0.27161 -0.86848 -1.50805  0.034
H: -5.61996 -0.20103 0.87222  0.006
H: -0.11101 4.72007 2.57315  0.002
C: -0.04663 5.91487 0.12245  0.009
H: -0.37852 -1.03867 -6.32990  0.001
H: 2.62857 0.99035 2.53647  0.002
C: -0.34005 3.58170 -0.70117  0.003
H: 0.27240 6.57102 0.93898  0.002
H: 2.25501 0.46946 0.22462  0.006
H: 1.58285 -4.68161 -0.11413  0.012
C: -0.19672 -5.80166 1.54401  0.263
Tc: -0.34449 -1.15724 0.53910  1.479
H: 5.89718 0.63388 0.67247  0.002
H: -2.71827 -5.64136 0.79204  0.058
C: -0.71119 -1.58996 -3.78743  0.011
H: -1.82337 -0.02517 0.57972  0.029
C: 5.45678 1.63897 0.64297  0.011
H: -4.49271 -1.61474 -1.56928  0.005
C: -1.77314 -2.53023 0.80872  0.019
H: 0.45443 6.21597 -0.80221  0.001
H: 0.25026 3.74330 -1.60521  0.001
H: 0.82831 -6.15748 1.69182  0.044
H: 1.03356 0.01184 -6.05906  0.001

=====

Density functional theory data (ωB97M-V/def2-TZVPD) for a structure of composition C53H52AsFeN8OS at a distorted geometry.

LUMO (spin up / spin down) in eV: -0.35 / -1.78
Kohn-Sham gap (spin up / spin down) in eV: 5.90 / 4.43
Relative energy (zero: lowest compared OMol25 entry of this formula, charge and spin) in kcal/mol: 96.3
Max |F| in eV/A: 1.8
2S+1: 6
Total energy in eV: -175825.7764

Last column: Löwdin spin population.
Cartesian coordinates (Å):
H: 3.30047 0.92185 -2.08269  0.000
N: -2.23726 -0.82134 1.74592  -0.019
C: 0.37959 -3.95546 -0.41238  0.001
O: -0.25858 2.05288 0.60775  0.005
H: -2.72450 2.29215 1.23082  0.000
H: 4.45341 -2.48855 4.63405  0.004
C: -0.66444 -5.06363 -0.21033  0.000
N: 2.42713 -1.79439 0.34494  0.133
C: -3.16329 -2.94928 1.39343  0.003
N: -0.23979 -2.73614 -0.88817  0.009
C: 2.13231 5.51679 0.83472  0.000
C: 2.54978 -1.73104 -2.42566  0.233
H: -0.96846 3.64349 -2.98461  0.000
C: 5.44876 -2.40251 2.75104  0.003
H: 0.24051 -4.03877 -5.12370  -0.001
H: 3.51809 6.99688 1.52884  0.000
C: -0.23965 -3.24692 -4.55827  0.012
H: -2.49325 -4.23014 -0.97321  0.000
H: -2.35720 0.49596 3.41253  0.001
H: -4.55655 0.16357 -1.29399  0.000
C: -2.40619 4.60337 -0.66242  0.000
H: 1.19474 -4.29252 -1.05690  0.001
C: -3.82402 0.10168 -0.48382  0.000
C: -2.06239 -4.49028 0.00422  0.006
H: -0.82962 -2.38472 -6.40063  0.003
H: 3.56049 -2.13563 -4.25753  -0.005
C: -3.78436 -1.60045 3.42749  0.005
H: 0.81714 -3.72884 0.55779  0.001
H: 3.27703 -0.12447 -5.39218  0.010
H: -5.05348 0.31683 1.24394  0.000
C: -4.32281 0.93242 0.71077  0.000
C: 3.20828 3.87135 2.80783  0.000
H: -3.34933 -0.91047 4.13790  0.000
H: 0.41525 -4.23749 -2.85982  0.002
H: -2.40080 7.25076 2.14705  0.000
C: 5.41510 -2.43619 4.14376  0.043
H: 0.21879 -0.25352 -4.13513  0.000
H: -5.27921 -1.94926 4.84557  0.000
H: 3.64025 3.22838 3.56361  0.000
H: 2.19626 1.84592 -4.61797  0.000
H: 6.67772 -2.31780 0.99410  0.002
C: 2.18600 3.39585 1.99747  0.000
C: 2.83560 -0.19913 -4.40516  0.173
C: -5.84092 -2.99918 3.12370  0.007
N: -2.04392 -3.31218 0.85678  0.063
As: 0.18866 3.52301 0.00330  0.000
H: -0.37076 -5.65906 0.65559  0.000
C: 3.67235 5.16954 2.64747  0.000
C: 7.82279 -2.30731 4.18707  0.050
C: -2.21910 0.51537 2.33245  0.008
C: -0.88378 -2.27356 -5.32517  0.059
H: 8.74654 -2.25115 4.74731  0.003
C: -1.84505 -0.79845 -3.53013  0.062
C: 2.33692 1.29177 -2.42630  0.001
C: -0.30165 1.78063 -3.60997  0.000
H: -0.70407 -5.73305 -1.07378  0.000
C: 1.67798 -0.97650 -1.64842  -0.021
H: 4.30935 -2.32577 0.98274  0.008
C: -1.27528 5.72909 1.14316  0.000
H: -3.77329 -0.94535 -0.19565  0.000
H: 6.57966 -2.42854 5.93186  -0.001
H: 2.64061 2.83196 -0.91103  0.000
S: 0.56947 -1.64249 2.23584  0.111
C: -1.27532 4.76998 0.13429  0.000
C: 6.66735 -2.34297 2.07771  0.043
N: 1.46375 -1.14385 -0.34426  0.340
H: -4.39303 5.28099 -1.08879  0.000
N: 3.09660 -2.24771 2.55240  0.392
H: -1.22735 0.92144 2.15161  0.003
H: 1.72763 6.14487 0.04919  0.000
C: -5.61329 -3.49758 1.83960  0.000
C: 3.14245 5.99004 1.65776  0.000
C: 1.10619 0.31509 -2.13838  -0.003
H: -6.45593 -4.00339 1.37780  0.000
C: -3.06780 -1.72605 2.21814  -0.003
C: -0.54475 -2.50544 -2.14201  0.001
C: -4.44888 -3.52268 1.10944  0.007
C: 2.08005 1.00877 -3.93263  0.020
C: -3.27623 1.47890 1.70979  0.001
C: -2.43072 0.50292 -0.97339  0.000
N: 4.27501 -2.42786 2.00020  0.278
C: -3.52199 6.34980 0.55528  0.000
C: 7.84755 -2.29035 2.79832  -0.005
C: 2.98670 -1.37104 -3.74408  -0.001
C: -1.60899 -1.21054 -4.84006  0.010
H: 0.42120 0.67679 -1.37346  0.001
H: -1.06936 1.76682 -4.37663  0.000
H: -1.93891 1.09735 -0.20850  0.001
C: -3.51971 5.40387 -0.46128  0.000
N: -1.58400 -0.67951 -1.14651  -0.018
C: 2.12871 -1.91557 1.61462  0.097
H: -6.79039 -3.23513 3.58753  0.000
C: 0.61688 0.58898 -3.57253  0.010
H: -3.85019 1.93517 2.51984  0.000
C: 1.97729 2.56047 -1.72790  0.002
C: 0.77558 3.14730 -1.78180  -0.001
C: -2.40011 6.51505 1.35327  0.000
H: -2.08165 -0.58951 -5.59389  -0.001
C: 6.60449 -2.39173 4.85030  -0.005
H: 1.79815 2.38864 2.10888  0.000
H: 8.79232 -2.23590 2.27322  -0.002
H: -0.40035 5.86124 1.76663  0.000
C: -0.24212 2.85716 -2.81948  0.004
C: -0.12972 -3.36624 -3.19585  0.052
C: -4.96326 -2.20649 3.83956  -0.001
C: 1.64730 4.22561 1.02162  0.000
Fe: -0.67829 -1.27645 0.40804  2.786
H: -4.40449 6.95073 0.73320  0.000
H: -2.48942 0.06512 -3.45325  0.003
H: -4.50604 -4.04190 0.16088  0.001
H: 4.44859 5.54955 3.29910  0.000
H: -2.69381 -5.27301 0.43586  0.002
H: 2.95429 -2.64000 -2.00118  0.012
H: -2.47085 1.11933 -1.87101  -0.001
H: -4.86650 1.81048 0.35027  0.000
H: -2.42682 3.83521 -1.42211  0.000
C: -1.35187 -1.27676 -2.31319  -0.003

=====

> Which of these has the lowest max |F|?

C53H52AsFeN8OS